Here is a 3-piece molecular cluster, C5H13NO2 overall from OMol25. Energies are from wB97M-V/def2-TZVPD.

Output
LUMO energy, hartree: 0.026
Kohn-Sham gap, hartree: 0.32494
Total charge: 0
SMILES: C/C=C/C=C/N.O.O
Electronic energy, eV: -10980.27566
Strongest force on any atom, eV/A: 0.8
Multiplicity: 1

Geometry (Å):
C  -2.17534  1.95909  2.03083
C  -1.71971  1.20654  0.82744
C  -1.12236  0.01842  0.82550
C  -0.67424  -0.64752  -0.40598
C  0.04992  -1.76549  -0.34103
N  0.66534  -2.41198  -1.42827
H  -1.65513  2.90010  2.11631
H  -3.23593  2.23605  1.99580
H  -2.01076  1.39765  2.95330
H  -1.94443  1.69421  -0.11720
H  -0.92855  -0.50460  1.74931
H  -1.03749  -0.21197  -1.33195
H  0.34022  -2.16397  0.61915
H  0.63317  -3.42254  -1.39796
H  0.34022  -2.05664  -2.31664
O  3.07176  -0.67843  -1.37633
H  2.26617  -1.21942  -1.42141
H  3.38888  -0.56475  -2.27824
O  1.95319  1.77425  -0.08955
H  1.25717  1.13577  0.10654
H  2.53791  1.32527  -0.71964

Cartesian forces, eV/Å:
C -0.3 -0.2 0.4
C -0.4 0.1 0.0
C 0.1 0.1 -0.6
C -0.5 -0.1 0.7
C 0.2 0.2 -0.4
N -0.2 0.2 -0.1
H 0.4 0.4 0.0
H 0.1 -0.2 -0.2
H 0.0 0.0 -0.1
H 0.2 -0.1 -0.1
H 0.1 0.0 0.3
H 0.3 -0.1 -0.2
H 0.0 -0.1 0.2
H 0.1 0.1 0.0
H -0.1 -0.2 -0.1
O 0.1 0.3 0.0
H 0.2 -0.2 -0.1
H -0.1 -0.2 0.1
O 0.0 0.2 -0.1
H 0.1 0.0 -0.1
H -0.2 -0.2 0.3

Atomic partial charges in e from the natural (NBO) method, atoms 1 to 5: number 1, C, carries -0.641; number 2, C, carries -0.160; number 3, C, carries -0.233; number 4, C, carries -0.305; number 5, C, carries 0.000



Here is a 6-piece molecular cluster, C18H22Cl6F12O8 overall at a distorted geometry from OMol25. Energies are from wB97M-V/def2-TZVPD.

Output
LUMO energy (alpha / beta), hartree: -0.152 / -0.391
Kohn-Sham gap (alpha / beta), hartree: 0.34508 / 0.10583
Expectation value of S²: 0.755
Total charge: +1
Electronic energy, eV: -143134.89045
Strongest force on any atom, eV/A: 6.0
Multiplicity: 2

Geometry (Å):
C  -26.90048  -14.29762  -18.17321
C  -26.23885  -14.90546  -16.84930
O  -26.36062  -14.21834  -15.63971
C  -25.48276  -14.37938  -14.61476
O  -24.46837  -15.14221  -14.67433
C  -25.68988  -13.52959  -13.39090
F  -25.78722  -14.31553  -12.32087
F  -24.63880  -12.74664  -13.34585
F  -26.79448  -12.80426  -13.49264
H  -26.68921  -14.85151  -19.08790
H  -26.57654  -13.26553  -18.30717
H  -27.98602  -14.38937  -18.13720
H  -25.20901  -15.09474  -17.15212
H  -26.82278  -15.82428  -16.79553
C  -24.19276  -17.82171  -9.94149
C  -25.22235  -18.57808  -10.87955
O  -24.66815  -18.73818  -12.10644
C  -25.37697  -18.96701  -13.27753
O  -26.59865  -18.85364  -13.41232
C  -24.53475  -19.36683  -14.51702
F  -24.82418  -18.50501  -15.54124
F  -23.20360  -19.32972  -14.28215
F  -24.85851  -20.63374  -14.78589
H  -23.23154  -18.33533  -9.96042
H  -24.47902  -17.85283  -8.89021
H  -24.00179  -16.81139  -10.30327
H  -26.08157  -17.90968  -10.82399
H  -25.34936  -19.47878  -10.27896
C  -19.40836  -10.03720  -16.79320
C  -20.79326  -10.69498  -16.63344
O  -20.76609  -12.05307  -17.10705
C  -21.93623  -12.68239  -17.26048
O  -23.04457  -12.15155  -16.94758
C  -21.87429  -14.16023  -17.78795
F  -22.67302  -14.95790  -17.09785
F  -22.28858  -14.08560  -19.05879
F  -20.68118  -14.70279  -17.82530
H  -19.16798  -10.20233  -17.84346
H  -18.67941  -10.60834  -16.21827
H  -19.44541  -8.97719  -16.54200
H  -21.50014  -10.24235  -17.32882
H  -21.10600  -10.62238  -15.59180
C  -22.27895  -12.13831  -9.69317
C  -21.17382  -11.98716  -10.76924
O  -21.14960  -10.65489  -11.26344
C  -21.16524  -10.54470  -12.65182
O  -21.25860  -11.38844  -13.54324
C  -21.06218  -9.06400  -13.00216
F  -20.09340  -8.90091  -13.83219
F  -22.18361  -8.63753  -13.59768
F  -20.81106  -8.26744  -11.96097
H  -22.18650  -13.04693  -9.09821
H  -23.27968  -11.91291  -10.06174
H  -22.26012  -11.40277  -8.88897
H  -21.41274  -12.68519  -11.57159
H  -20.21296  -12.32627  -10.38215
C  -21.31724  -15.18756  -13.99875
Cl  -19.64470  -14.72621  -14.39353
Cl  -21.41269  -15.00702  -12.22921
Cl  -21.80768  -16.91832  -14.43825
H  -21.97399  -14.40015  -14.36857
C  -15.93988  -15.62732  -13.85577
Cl  -15.10104  -14.05720  -13.78343
Cl  -15.07075  -16.76598  -12.92940
Cl  -16.39588  -16.12131  -15.54621
H  -16.92414  -15.47605  -13.41254

Cartesian forces, eV/Å:
C -0.1 0.7 1.6
C -0.3 -1.6 -3.6
O 0.6 1.4 2.8
C 2.6 -3.8 -3.9
O -3.3 2.6 0.5
C -1.5 -0.4 -0.9
F 0.4 0.3 0.3
F 0.9 0.8 0.9
F 0.0 0.2 0.3
H 0.8 -0.3 0.4
H -0.2 0.0 -0.1
H -0.1 0.5 0.4
H 0.1 -0.1 0.8
H 0.6 -0.4 0.7
C 0.4 -0.7 -1.1
C 0.1 2.0 4.4
O 0.9 -1.1 -4.4
C -3.3 1.2 1.6
O 3.6 -0.4 0.6
C 0.0 0.4 0.6
F 0.5 -1.4 1.0
F -0.5 0.1 -0.3
F 0.1 0.7 -0.6
H 0.1 -0.2 -0.2
H -0.5 0.3 -0.2
H -0.2 0.2 0.2
H -0.5 -0.6 -0.6
H -0.6 -0.5 -0.9
C -0.8 -1.6 -0.7
C 0.0 1.5 -0.4
O -0.1 -2.1 -0.2
C -3.0 2.8 2.4
O 3.9 -2.5 -1.4
C -0.2 1.6 -1.1
F -0.3 -0.1 0.3
F -0.5 -0.2 -0.1
F 1.0 -0.2 0.5
H 0.4 0.5 0.0
H 0.1 0.4 0.2
H 0.1 -0.2 0.0
H -0.2 0.6 0.5
H -0.4 -0.4 -0.4
C 0.3 0.9 0.4
C -1.3 -1.0 1.3
O 0.2 -0.7 -2.8
C -0.5 -1.3 0.5
O 0.3 1.4 2.9
C -1.1 1.1 0.9
F 1.9 0.0 -1.8
F -0.2 -0.3 0.2
F -0.4 -0.3 0.2
H -0.2 -0.4 -0.6
H 0.0 -0.8 -0.5
H 0.9 0.5 -0.1
H -0.1 0.2 -0.3
H 0.2 0.6 0.0
C 0.0 -0.7 -0.1
Cl -0.8 -0.6 0.1
Cl 0.0 -0.7 -0.5
Cl 0.8 2.6 0.7
H -0.3 -0.6 -0.5
C -1.1 1.1 -0.5
Cl -0.3 -0.2 -0.4
Cl 0.4 -0.9 0.1
Cl 0.6 0.1 0.7
H 0.3 0.0 0.2

Atomic partial charges in e from the natural (NBO) method, atoms 1 to 5: number 1, C, carries -0.623; number 2, C, carries -0.088; number 3, O, carries -0.449; number 4, C, carries 0.710; number 5, O, carries -0.616



Here is C31H42BrMgN3P2 as an isolated structure at a distorted geometry from OMol25. Energies are from wB97M-V/def2-TZVPD.

Output
LUMO energy (alpha / beta), hartree: -0.309 / -0.309
Kohn-Sham gap (alpha / beta), hartree: 0.12586 / 0.12532
Total charge: +2
Electronic energy, eV: -131341.83125
Strongest force on any atom, eV/A: 3.0
Multiplicity: 1

Geometry (Å):
C  -0.65870  7.15339  -3.64257
C  -0.90212  5.77717  -3.82522
C  -1.13336  5.37033  -5.15804
C  -1.18827  6.32298  -6.19293
N  -0.99138  7.62309  -5.97129
C  -0.73050  8.04081  -4.73173
C  -0.88794  4.84642  -2.70749
C  -0.86123  4.02083  -1.80735
C  -0.80840  2.91562  -0.91951
C  0.26131  2.77360  -0.02220
C  0.66032  1.45290  0.36195
C  -0.18857  0.34664  0.02701
C  -1.41676  0.60877  -0.56206
C  -1.73613  1.87997  -1.03372
Mg  -0.97644  1.71945  1.82210
P  2.14144  -0.96198  1.36867
H  -1.26502  4.33042  -5.43548
H  -0.40136  7.56968  -2.67565
H  -1.39770  6.02462  -7.23130
H  -0.57317  9.11994  -4.59415
H  -2.57734  2.04086  -1.69706
H  0.95784  3.60765  0.06319
H  -2.11788  -0.22102  -0.62679
H  1.69842  1.30168  0.71280
C  2.46398  -2.56420  2.19510
C  3.28453  -3.53560  1.36243
H  1.46814  -2.96912  2.42973
H  2.94495  -2.32660  3.15522
H  3.49478  -4.43569  1.94900
H  2.74092  -3.86237  0.47104
H  4.24812  -3.11238  1.05640
C  2.06859  -1.30448  -0.45570
C  2.99203  -0.49604  -1.36051
H  1.02317  -1.03764  -0.71671
H  2.13449  -2.38267  -0.65196
H  2.72363  -0.68249  -2.41055
H  2.89868  0.58808  -1.20635
H  4.04321  -0.78297  -1.23445
C  3.62337  0.10510  1.66530
C  4.94352  -0.64198  1.60365
H  3.46767  0.55780  2.65915
H  3.63174  0.94256  0.95260
H  5.77238  0.05218  1.77671
H  5.00462  -1.41731  2.37100
H  5.11172  -1.09237  0.62063
Br  -0.70845  -1.31092  1.58109
P  -2.53085  -3.13335  -1.59715
C  -0.72654  -3.31449  -1.46133
C  -0.31203  -4.74010  -1.81035
H  -0.45909  -3.02067  -0.43177
H  -0.25096  -2.57822  -2.12778
H  0.73604  -4.80494  -2.09770
H  -0.47326  -5.40799  -0.96630
H  -0.89335  -5.12515  -2.64738
C  -3.26198  -3.13164  0.04734
C  -4.67445  -3.74117  0.00285
H  -3.26966  -2.09990  0.41837
H  -2.60645  -3.71851  0.70863
H  -5.08590  -3.94214  0.99719
H  -5.36910  -3.07462  -0.51440
H  -4.64872  -4.69018  -0.54127
C  -2.71557  -1.54684  -2.44159
C  -3.01859  -1.69418  -3.92588
H  -1.75791  -1.02040  -2.33921
H  -3.48237  -0.96681  -1.91601
H  -3.41566  -0.76273  -4.32566
H  -2.09944  -1.91736  -4.46469
H  -3.73429  -2.48789  -4.12899
N  0.13668  0.47798  9.46977
C  0.09105  0.42114  8.30066
C  0.03105  0.37428  6.87566
C  -1.19529  0.26614  6.21874
C  -1.22294  0.36812  4.82460
N  -0.14930  0.74200  4.08305
C  1.05127  0.55561  4.70330
C  1.18526  0.45580  6.09354
H  -2.12978  0.12640  6.76335
H  -2.15259  0.18973  4.27287
H  1.94511  0.52245  4.06492
H  2.17676  0.46495  6.55862

Cartesian forces, eV/Å:
C 0.0 0.3 -0.1
C 0.2 0.6 -0.6
C -0.2 0.0 -0.2
C 0.2 -0.1 0.8
N -0.1 0.1 0.0
C 0.0 -0.8 0.2
C 0.1 -0.6 0.2
C -0.4 1.2 -0.8
C 0.1 1.0 0.1
C 1.0 -0.6 -0.6
C -0.1 -0.5 -0.8
C 0.1 2.0 0.6
C -0.7 0.2 0.4
C 0.0 -0.8 -0.8
Mg 0.6 -1.4 0.7
P 1.1 -1.2 -0.7
H -0.1 0.0 0.3
H -0.2 -0.2 0.1
H 0.2 0.1 0.6
H 0.0 -0.6 0.0
H -0.2 -0.1 0.2
H -0.1 -0.2 0.2
H 0.1 0.4 0.0
H -0.9 0.3 0.3
C -0.4 0.4 0.3
C 0.3 -0.5 -0.1
H 0.3 0.0 0.0
H -0.1 -0.1 -0.2
H 0.0 0.1 -0.1
H 0.1 0.0 0.2
H -0.3 -0.2 0.0
C -0.5 0.3 0.2
C 0.2 0.0 -0.2
H 0.4 -0.3 0.0
H 0.1 0.3 0.2
H 0.1 0.0 0.3
H 0.1 -0.2 0.0
H -0.3 0.2 -0.1
C -0.3 0.3 0.3
C 0.5 -0.1 0.0
H 0.2 -0.1 -0.3
H -0.1 -0.3 0.1
H -0.1 0.0 0.0
H 0.0 0.1 -0.1
H -0.1 0.0 0.2
Br 0.1 0.4 0.4
P -0.5 -2.1 -1.8
C 0.4 0.4 0.6
C 0.3 -0.1 0.0
H 0.3 -0.3 -0.4
H -0.1 -0.2 0.0
H 0.2 0.0 0.1
H 0.0 -0.1 0.0
H 0.0 0.1 0.0
C -0.2 0.5 0.8
C 0.1 0.0 0.1
H -0.2 -0.1 0.4
H -0.1 0.1 -0.2
H 0.2 0.2 -0.1
H 0.0 -0.1 0.0
H 0.0 0.2 0.0
C 0.1 0.8 0.3
C -0.1 0.1 -0.1
H -0.3 0.2 -0.2
H -0.1 0.1 -0.2
H 0.0 0.1 -0.1
H 0.0 -0.1 -0.1
H 0.0 0.0 0.1
N -0.1 -0.1 -2.8
C 0.2 0.1 3.0
C -0.2 0.3 -0.6
C -0.2 -0.3 -0.6
C 0.0 0.9 0.2
N -0.1 -1.2 0.2
C -0.1 1.0 0.0
C 0.2 -0.2 -0.5
H 0.3 -0.1 -0.1
H 0.2 0.4 0.3
H -0.5 0.5 0.3
H -0.4 -0.1 -0.3

Atomic partial charges in e from the Mulliken method, atoms 1 to 5: number 1, C, carries -0.447; number 2, C, carries 0.703; number 3, C, carries -0.341; number 4, C, carries -0.353; number 5, N, carries -0.523



Here is C7H14N2 as an isolated structure at a distorted geometry from OMol25. Energies are from wB97M-V/def2-TZVPD.

Output
LUMO energy, hartree: 0.003
Kohn-Sham gap, hartree: 0.31217
Total charge: 0
Electronic energy, eV: -10455.62791
Strongest force on any atom, eV/A: 6.1
Multiplicity: 1

Geometry (Å):
C  3.59631  -0.43667  0.67040
C  2.53832  -0.05400  -0.34920
C  1.92693  1.31025  -0.08877
C  0.20201  -0.40971  -0.51282
C  -2.38805  -0.02853  -0.26255
C  -2.56727  1.54688  0.17561
C  -3.49332  -1.07998  0.40492
H  3.36623  -1.51662  0.68073
H  4.60379  -0.13897  0.48711
H  3.27282  0.23339  1.64120
H  3.17863  -0.14888  -1.09792
H  0.93393  1.04861  -0.82720
H  2.37345  2.55828  -0.35418
H  1.44222  1.33038  0.96338
H  -2.81429  -0.20134  -1.43459
H  -1.78290  1.75138  1.53681
H  -1.78524  2.17484  -0.83172
H  -3.92886  1.69786  0.41552
H  -3.57048  -1.09654  1.46869
H  -4.55376  -0.72595  0.07998
H  -3.13299  -2.03437  -0.21743
N  1.43818  -1.02344  -0.30358
N  -0.93706  -0.40820  -0.08725

Cartesian forces, eV/Å:
C -2.8 1.1 3.6
C -1.1 1.1 3.3
C -2.6 2.9 -1.4
C 2.8 -4.4 3.1
C -1.6 0.3 -1.3
C 1.2 -0.7 0.7
C 1.2 0.6 -3.6
H 1.1 0.3 1.1
H 0.6 -0.1 -0.7
H 0.9 -2.5 -1.6
H 1.5 0.0 -4.9
H 2.2 2.4 1.3
H -1.0 -4.4 0.7
H 1.0 0.1 -1.6
H 1.8 1.0 2.8
H -2.5 -0.6 -4.2
H -3.1 -1.4 3.5
H 4.7 0.2 -1.1
H 0.7 -0.5 0.8
H 2.0 -0.7 0.0
H -1.4 1.5 2.1
N -3.8 2.9 -1.9
N -1.8 0.8 -1.0

Atomic partial charges in e from the natural (NBO) method, atoms 1 to 5: number 1, C, carries -0.591; number 2, C, carries -0.130; number 3, C, carries -0.563; number 4, C, carries 0.572; number 5, C, carries -0.082



Here is a single C5H8O molecule at a distorted geometry from OMol25. Energies are from wB97M-V/def2-TZVPD.

Output
LUMO energy, hartree: 0.032
Kohn-Sham gap, hartree: 0.38454
Total charge: 0
Electronic energy, eV: -7357.80427
Strongest force on any atom, eV/A: 1.1
Multiplicity: 1

Geometry (Å):
C  2.00307  0.48764  -0.39957
C  1.12427  -0.61078  -0.00341
C  0.34268  -1.33974  0.66064
C  -0.69630  -0.75530  -0.43156
C  -1.71348  0.15076  0.28887
O  -1.13352  0.92098  1.31426
H  1.50583  1.45303  -0.24148
H  2.83184  0.40382  0.30910
H  2.40283  0.43425  -1.41601
H  -0.19394  -0.23275  -1.27508
H  -1.15020  -1.61192  -0.92836
H  -2.13818  0.86186  -0.42549
H  -2.54204  -0.46474  0.66923
H  -0.64285  0.30289  1.87889

Cartesian forces, eV/Å:
C 0.1 0.0 0.0
C 0.3 -0.3 1.0
C 0.5 0.2 -0.4
C -0.3 0.3 -0.6
C -0.2 -0.1 -0.3
O 0.1 -0.1 0.1
H 0.1 -0.2 0.0
H 0.1 0.2 -0.1
H -0.1 -0.1 0.1
H -0.7 0.3 0.0
H 0.0 0.0 0.2
H 0.0 -0.1 0.1
H 0.2 0.0 0.0
H -0.1 0.1 -0.1

Atomic partial charges in e from the natural (NBO) method, atoms 1 to 5: number 1, C, carries -0.702; number 2, C, carries 0.066; number 3, C, carries -0.194; number 4, C, carries -0.410; number 5, C, carries -0.068



Here is a 2-piece molecular cluster, C3H8N2O2 overall at a distorted geometry from OMol25. Energies are from wB97M-V/def2-TZVPD.

Output
LUMO energy, hartree: 0.024
Kohn-Sham gap, hartree: 0.36220
Total charge: 0
SMILES: [H]/N=C(\N)CC=O.O
Electronic energy, eV: -10315.49640
Strongest force on any atom, eV/A: 2.1
Multiplicity: 1

Geometry (Å):
H  -3.16243  -1.27550  -0.43393
N  -2.16598  -1.35904  -0.63774
C  -1.44548  -0.47765  -0.08562
N  -1.84344  0.55444  0.71147
C  0.10231  -0.69862  -0.15494
C  0.54588  0.55386  -0.83215
O  0.50934  1.65808  -0.32707
H  -2.82068  0.80474  0.71418
H  -1.18387  1.31413  0.82674
H  0.29606  -1.59512  -0.73932
H  0.48689  -0.73641  0.86457
H  1.02381  0.39591  -1.81135
O  2.95632  0.05850  0.48461
H  2.98614  1.02341  0.41101
H  3.71511  -0.22074  1.00954

Cartesian forces, eV/Å:
H 0.1 0.3 -0.1
N -0.3 -0.6 -0.3
C 0.6 -1.2 0.6
N 0.0 0.4 0.3
C -1.9 1.0 -0.1
C 1.7 0.1 0.3
O -0.2 -0.4 -0.3
H 0.1 0.0 -0.1
H -0.1 -0.1 0.0
H 0.0 0.1 0.2
H 0.1 0.0 -0.1
H -0.2 0.3 -0.3
O 0.1 0.1 0.0
H 0.1 -0.3 0.2
H -0.1 0.2 -0.1

Atomic partial charges in e from the natural (NBO) method, atoms 1 to 5: number 1, H, carries 0.329; number 2, N, carries -0.720; number 3, C, carries 0.461; number 4, N, carries -0.838; number 5, C, carries -0.566



Which value of multiplicity does entry 6 give?
1



Which of these has the highest strongest force on any atom?
C7H14N2



Which of these has the highest strongest force on any atom?
C7H14N2